Entry 1:
Here is C3H5NS3 in the gas phase at a distorted geometry from OMol25. Energies are from ωB97M-V with the def2-TZVPD basis set.

## Properties
LUMO level, eV: -0.298
Energy above the lowest of the compared OMol25 structures with the same formula, charge and spin, kcal/mol: 29.51
Gap between HOMO and LUMO, eV: 8.60
SMILES: S=CSC/C=N\S

The geometry in XYZ format:
```
12
Properties=species:S:1:pos:R:3:forces:R:3:nbo_charge:R:1
S 2.78682 -0.82069 -0.33091 0.30 -0.19 0.31 0.010
C 2.23127 0.65062 -0.66223 0.66 1.02 -1.58 -0.545
S 0.77059 1.42012 -0.24596 0.06 1.17 0.23 0.396
C 0.00972 0.38035 0.99928 -1.40 -1.16 -1.22 -0.643
C -0.54386 -0.83746 0.19856 0.35 0.69 1.39 0.094
N -1.65661 -0.97974 -0.37338 0.71 -0.95 -0.25 -0.575
S -2.82229 0.17727 -0.45880 -1.03 0.30 -0.23 0.196
H 2.78533 1.35407 -1.39611 -0.80 -1.10 1.21 0.232
H 0.74165 -0.00762 1.67692 0.57 0.03 0.47 0.253
H -0.77329 0.94967 1.53992 0.46 -0.21 -0.47 0.254
H 0.17218 -1.65359 0.17327 -0.23 -0.15 -0.18 0.202
H -3.70152 -0.63300 -1.12055 0.34 0.55 0.32 0.126
```
Forces are in eV/Å.

Entry 2:
Here is a molecular structure, C39H61CeClN12O7P at a distorted geometry from OMol25. Energies are from ωB97M-V with the def2-TZVPD basis set.

## Properties
LUMO level, eV: 2.038
Net charge: -1
Gap between HOMO and LUMO, eV: 7.50

The geometry in XYZ format:
```
122
Properties=species:S:1:pos:R:3:forces:R:3:lowdin_charge:R:1
Ce 0.01879 0.81838 -1.00632 -0.97 0.26 0.14 1.147
N -0.93717 2.25690 1.03048 -0.45 1.30 -1.20 -0.023
C -1.70456 3.48546 0.73051 2.00 1.97 -0.71 -0.154
C -2.34025 3.38060 -0.65530 0.55 -0.01 -0.61 -0.525
O -3.26707 4.14841 -0.95454 0.52 -0.72 0.11 -0.006
N -1.72540 2.43505 -1.43415 -0.68 0.44 -0.35 -0.096
C -2.44806 2.03619 -2.66908 -0.65 -0.33 1.58 -0.100
C -2.79701 0.52882 -2.49270 -0.27 1.83 -1.81 -0.655
O -3.75506 0.06619 -3.08959 -0.61 -0.53 0.00 0.028
O -1.95510 -0.12122 -1.81802 1.18 -0.98 1.37 -0.174
H -1.70596 1.64431 1.07676 -0.68 -1.77 0.75 0.055
H -0.40210 2.29359 1.88197 -0.10 0.13 0.60 0.029
H -0.99892 4.39687 0.72951 -0.96 -1.52 -0.02 0.111
H -2.48810 3.77927 1.41443 -0.28 -0.41 0.53 0.107
H -1.89270 2.17622 -3.58547 0.48 0.00 -0.27 0.115
H -3.38890 2.57145 -2.78752 0.06 0.19 0.08 0.113
C 1.60609 3.04484 6.73145 -0.68 -0.84 0.59 -0.062
N 0.88694 1.86160 6.25508 -0.20 -0.41 -0.56 -0.080
C -0.00503 1.23605 7.25670 1.77 -0.24 0.39 -0.175
C -1.03053 0.56893 6.44480 -1.05 -0.56 -0.14 -0.193
N -1.11259 1.45154 5.32294 -1.60 -0.22 -0.28 -0.110
C -2.12504 1.08131 4.32686 1.21 0.85 1.18 -0.009
C 0.11214 1.98589 5.04314 0.43 -0.46 2.27 -0.389
N 0.43083 2.48542 3.95300 1.13 0.27 -2.16 0.131
C 1.84454 2.71051 3.59426 -0.69 -0.23 0.67 -0.212
C 2.07126 2.56056 2.10852 -0.63 0.04 0.43 -0.237
N 1.53307 3.67956 1.37194 -0.39 -0.11 -0.64 0.131
C 2.31611 4.50668 0.81496 2.05 0.27 0.78 -0.337
N 1.97530 5.50589 -0.04661 0.72 0.21 -0.30 -0.087
C 0.72247 5.54118 -0.81080 1.34 0.25 0.42 -0.017
C 3.12634 6.36585 -0.37856 -0.41 0.15 1.84 -0.108
C 4.34529 5.53155 0.09073 -0.58 1.14 -0.46 -0.176
N 3.79148 4.56941 1.00921 -0.10 0.20 1.61 -0.089
C 4.35492 4.85787 2.37111 -0.43 1.04 0.44 -0.076
H 0.98381 3.92736 6.63051 -0.17 0.38 0.20 0.092
H 2.54907 3.25154 6.26053 0.39 -0.25 -0.47 0.063
H 1.79818 2.80599 7.78299 0.12 0.53 -0.08 0.085
H -0.48979 1.96408 7.88913 -0.07 0.63 0.25 0.114
H 0.49181 0.50599 7.91382 0.29 0.39 -0.20 0.124
H -1.94845 0.56176 7.02715 -0.42 -0.09 -0.17 0.120
H -0.84046 -0.48396 6.15767 0.34 0.33 0.00 0.137
H -3.01581 0.91878 4.92358 -0.36 -0.17 -0.40 0.088
H -1.77943 0.20177 3.82692 -0.19 -0.79 -0.60 0.074
H -2.23689 1.90059 3.64237 -0.24 0.26 -0.40 0.072
H 2.53311 2.04358 4.11759 -0.19 -0.47 0.16 0.117
H 2.14904 3.68443 3.90681 0.14 1.06 0.12 0.081
H 1.64006 1.59676 1.81486 -0.28 0.32 -0.13 0.092
H 3.11243 2.42894 1.94938 1.24 -0.02 -0.26 0.095
H 0.38923 4.51037 -0.84081 -0.49 0.05 -0.32 0.061
H 0.02228 6.21262 -0.32405 -0.41 -0.11 0.02 0.086
H 0.95401 5.94530 -1.80477 -0.18 -0.37 0.12 0.092
H 3.06110 7.32995 0.18160 -0.02 -0.45 -0.36 0.117
H 3.11164 6.57356 -1.41606 0.17 0.18 -1.13 0.094
H 5.16408 6.11013 0.55661 -0.67 0.01 -0.12 0.112
H 4.77790 5.07643 -0.76348 0.36 -0.84 -0.89 0.090
H 4.01820 5.87657 2.86796 0.40 -1.67 -1.13 0.118
H 5.47740 4.88508 2.35437 -1.05 -0.06 -0.41 0.086
H 4.10576 4.08040 3.07897 -0.24 -0.20 0.07 0.040
O 2.28729 0.58363 -0.12598 0.31 -1.01 0.03 -0.146
H 2.94618 1.20013 -0.47314 0.27 0.74 -0.28 0.035
H 2.37341 -0.21084 -0.69546 -0.03 0.04 0.35 0.042
Cl 0.74283 -2.02461 1.43499 -0.27 0.80 0.12 0.461
C -0.40623 -0.63706 1.01182 1.37 0.06 -0.34 -0.615
H -0.65792 -0.08810 1.91645 0.02 -0.38 0.17 -0.034
H -1.21933 -1.17816 0.59005 -1.12 -0.29 -0.11 -0.044
C -4.73289 -5.34998 -0.68242 0.74 -1.06 0.83 -0.064
C -5.27749 -3.95812 -0.44441 0.16 1.90 -1.23 -0.629
C -6.14212 -3.41306 -1.64541 -0.03 0.13 0.95 -0.049
C -6.13267 -3.80321 0.78961 -0.32 -2.28 0.92 -0.078
N -4.05659 -3.11266 -0.27446 0.36 -0.07 -0.64 -0.087
N -4.33721 -1.69032 -0.21644 0.55 -0.11 -0.24 0.025
H -5.42130 -6.21212 -0.57017 -0.05 0.75 -0.51 0.086
H -3.93764 -5.59135 0.03947 -0.30 0.38 0.40 0.079
H -4.13575 -5.40914 -1.58929 -0.52 0.00 -0.63 0.060
H -7.03793 -4.02828 -1.70402 -0.27 0.04 -0.11 0.066
H -5.67519 -3.41401 -2.62929 0.39 -0.12 0.09 0.064
H -6.43147 -2.36413 -1.39634 0.16 -0.81 -0.27 0.080
H -6.89462 -4.63932 0.80573 0.61 0.84 0.03 0.093
H -6.65419 -2.88016 0.87305 -0.29 0.85 -0.29 0.054
H -5.52811 -3.89976 1.70183 -0.01 -0.10 -0.23 0.082
H -3.44348 -3.30345 -1.08922 -0.41 0.21 0.56 0.105
H -3.51361 -1.27670 0.22000 -0.24 -0.26 0.40 0.050
H -4.24266 -1.27535 -1.14705 -0.45 -0.26 -0.20 0.046
N 0.76229 -0.95059 -2.00069 -0.12 -0.73 0.25 -0.356
P 1.03633 -2.41412 -2.48404 0.71 -0.53 -0.99 0.849
C -0.33847 -3.40765 -3.28951 -0.73 2.52 -0.15 -0.247
C -1.36780 -2.54017 -3.73424 -0.13 -0.51 -0.20 -0.060
C -2.54057 -3.09751 -4.26099 0.40 -0.51 0.11 -0.056
C -2.64172 -4.50254 -4.34716 0.05 0.46 -0.85 -0.090
C -1.56508 -5.33894 -4.07827 -0.09 2.05 0.77 -0.086
C -0.44217 -4.76434 -3.52505 1.40 0.20 1.22 -0.113
C 1.81198 -3.64388 -1.36614 -0.25 -0.45 0.39 -0.298
C 3.18596 -3.58607 -1.05154 0.02 0.04 -0.28 -0.077
C 3.70823 -4.41992 -0.05613 -0.99 1.32 -0.82 -0.076
C 2.83123 -5.25841 0.59003 1.72 -0.97 0.67 -0.117
C 1.54012 -5.44899 0.22373 -1.13 0.52 -0.37 -0.094
C 0.99471 -4.62204 -0.74257 0.88 0.85 -0.20 -0.109
C 2.28639 -2.27854 -3.82749 0.33 -0.83 -0.14 -0.270
C 2.53054 -1.02654 -4.36310 -0.38 0.41 -0.15 -0.079
C 3.45862 -0.85549 -5.38498 0.14 0.56 0.71 -0.070
C 4.22603 -1.94054 -5.77018 -0.10 1.32 -0.77 -0.115
C 4.00825 -3.18296 -5.25797 0.16 -1.98 -0.48 -0.111
C 3.01991 -3.37840 -4.32003 -0.59 0.17 0.96 -0.089
H -1.23400 -1.45362 -3.66457 -0.23 -0.57 0.15 0.093
H -3.35622 -2.46052 -4.61668 0.30 -0.20 0.34 0.108
H -3.53352 -4.94836 -4.76165 -0.26 0.05 0.04 0.095
H -1.59503 -6.37450 -4.14004 -0.35 -1.73 -0.37 0.079
H 0.38590 -5.31956 -3.08586 -0.24 -0.56 -0.58 0.096
H 3.86644 -2.91653 -1.60997 -0.59 -0.24 0.44 0.118
H 4.72195 -4.29899 0.26990 0.37 -0.17 0.01 0.098
H 3.25584 -5.86841 1.36279 0.00 -0.29 0.49 0.098
H 0.92287 -6.15130 0.75433 -0.16 -0.21 0.04 0.106
H -0.05037 -4.69647 -0.97634 -0.26 0.11 -0.06 0.099
H 1.95744 -0.18253 -3.97963 0.16 -0.14 -0.08 0.094
H 3.62991 0.16390 -5.75964 -0.01 -0.64 -0.04 0.113
H 4.95350 -1.79434 -6.53652 0.52 0.00 -0.40 0.092
H 4.55275 -4.05561 -5.69234 -0.36 0.80 0.62 0.117
H 2.84242 -4.36636 -3.88970 0.03 0.20 -0.23 0.107
O 3.60999 2.61659 -1.47947 -0.92 0.81 -0.64 -0.013
N 2.66768 3.03477 -2.20704 0.38 -0.43 -1.08 -0.490
O 2.80085 3.94000 -3.05436 0.04 -1.03 1.64 0.021
O 1.54129 2.41644 -2.15016 0.15 0.45 0.12 -0.171
```
Forces are in eV/Å.